(1)
Molecular formula: C5H10OS2
Method: DFT, wB97M-V/def2-TZVPD

Last column: Mulliken charge in e.
Element x y z (Å)
C1 1.57 -0.68 -0.44  -0.333
C2 -2.74 1.01 1.14  -0.866
C3 -2.95 -1.32 1.77  -1.013
C4 3.55 0.67 -2.25  -0.945
C5 -2.42 -0.24 0.80  0.354
O1 1.70 1.94 -0.08  -0.566
S1 0.83 0.75 -0.08  0.373
S2 3.26 -0.75 -0.97  0.104
H1 3.11 -1.87 -1.77  0.231
H2 -2.52 1.96 0.61  0.244
H3 -3.30 1.29 1.96  0.226
H4 -3.57 -0.91 2.54  0.306
H5 -2.05 -1.71 2.46  0.189
H6 -3.43 -2.28 1.45  0.295
H7 4.49 0.59 -2.60  0.441
H8 3.63 1.45 -1.61  0.350
H9 2.67 0.76 -2.82  0.335
H10 -1.84 -0.66 -0.14  0.275

Results
Orbital gap (Ha): 0.3166
E_HOMO (eV): -8.56
Net charge: 0
Relative energy (zero: lowest compared OMol25 entry of this formula, charge and spin) (kJ/mol): 542.89
Electronic energy (eV): -29059.2911

***

(2)
Molecular formula: C5H10OSi
Method: DFT, wB97M-V/def2-TZVPD

Last column: Mulliken charge in e.
Element x y z (Å)
C1 -2.95 -1.40 -0.21  -0.833
C2 -0.76 1.60 0.21  -0.496
C3 -2.54 -0.11 -0.28  -0.127
C4 -1.21 0.40 -0.02  0.067
C5 3.14 0.66 -0.25  -0.479
O1 2.14 -0.26 -0.64  -0.155
Si1 0.97 -1.10 0.15  0.330
H1 -4.09 -1.45 -0.37  0.226
H2 -2.56 -2.15 0.39  0.346
H3 0.33 1.64 0.31  -0.050
H4 -1.30 2.41 0.61  0.328
H5 -3.08 0.78 -0.58  0.325
H6 2.64 1.44 0.39  0.237
H7 3.59 0.79 -1.27  0.224
H8 3.77 0.19 0.56  0.221
H9 1.08 -1.12 1.65  -0.066
H10 0.83 -2.32 -0.65  -0.096

Results
Orbital gap (Ha): 0.3096
E_HOMO (eV): -7.90
Net charge: 0
Relative energy (zero: lowest compared OMol25 entry of this formula, charge and spin) (kJ/mol): 352.98
Electronic energy (eV): -15267.8130

***

What did the first record say?
Molecular formula: C5H10OS2
Method: DFT, wB97M-V/def2-TZVPD

Last column: Mulliken charge in e.
Element x y z (Å)
C1 1.57 -0.68 -0.44  -0.333
C2 -2.74 1.01 1.14  -0.866
C3 -2.95 -1.32 1.77  -1.013
C4 3.55 0.67 -2.25  -0.945
C5 -2.42 -0.24 0.80  0.354
O1 1.70 1.94 -0.08  -0.566
S1 0.83 0.75 -0.08  0.373
S2 3.26 -0.75 -0.97  0.104
H1 3.11 -1.87 -1.77  0.231
H2 -2.52 1.96 0.61  0.244
H3 -3.30 1.29 1.96  0.226
H4 -3.57 -0.91 2.54  0.306
H5 -2.05 -1.71 2.46  0.189
H6 -3.43 -2.28 1.45  0.295
H7 4.49 0.59 -2.60  0.441
H8 3.63 1.45 -1.61  0.350
H9 2.67 0.76 -2.82  0.335
H10 -1.84 -0.66 -0.14  0.275

Results
Orbital gap (Ha): 0.3166
E_HOMO (eV): -8.56
Net charge: 0
Relative energy (zero: lowest compared OMol25 entry of this formula, charge and spin) (kJ/mol): 542.89
Electronic energy (eV): -29059.2911

***

- Which of these has the highest electronic energy?
  C5H10OSi

***

Copy entry 2 word for word.
Molecular formula: C5H10OSi
Method: DFT, wB97M-V/def2-TZVPD

Last column: Mulliken charge in e.
Element x y z (Å)
C1 -2.95 -1.40 -0.21  -0.833
C2 -0.76 1.60 0.21  -0.496
C3 -2.54 -0.11 -0.28  -0.127
C4 -1.21 0.40 -0.02  0.067
C5 3.14 0.66 -0.25  -0.479
O1 2.14 -0.26 -0.64  -0.155
Si1 0.97 -1.10 0.15  0.330
H1 -4.09 -1.45 -0.37  0.226
H2 -2.56 -2.15 0.39  0.346
H3 0.33 1.64 0.31  -0.050
H4 -1.30 2.41 0.61  0.328
H5 -3.08 0.78 -0.58  0.325
H6 2.64 1.44 0.39  0.237
H7 3.59 0.79 -1.27  0.224
H8 3.77 0.19 0.56  0.221
H9 1.08 -1.12 1.65  -0.066
H10 0.83 -2.32 -0.65  -0.096

Results
Orbital gap (Ha): 0.3096
E_HOMO (eV): -7.90
Net charge: 0
Relative energy (zero: lowest compared OMol25 entry of this formula, charge and spin) (kJ/mol): 352.98
Electronic energy (eV): -15267.8130

***

- Which of these has the highest orbital gap?
  C5H10OS2